A molecular structure, C13H23N4O2P2Ti in a non-equilibrium geometry. Source: the OMol25 dataset; level of theory: ωB97M-V/def2-TZVPD.

```
! RIJCOSX wB97M-V def2-TZVPD def2/J DEFGRID3
* xyz 1 3
Ti 0.2198 -0.4912 0.3560
P -0.7383 -1.5935 -1.6289
C 0.9466 -1.9361 -2.2684
C 1.8616 -0.7714 -2.1116
N 1.6786 0.0406 -1.0549
C 2.4390 1.1545 -0.9344
C 3.3711 1.5118 -1.8953
C 3.5848 0.6656 -2.9557
C 2.8353 -0.4887 -3.0487
C 2.2556 2.0822 0.2453
P 1.3773 1.2168 1.6187
H 2.9170 -1.1798 -3.8705
H 3.9158 2.4462 -1.7410
H 4.3368 0.9021 -3.6957
H 3.2219 2.4489 0.6584
H 1.6361 2.9762 -0.0256
H 1.3486 -2.8311 -1.7479
H 0.7818 -2.1713 -3.3240
H 1.6748 -2.3337 2.2827
O 1.7356 -2.5488 1.3078
H 1.8728 -3.5161 1.2809
H 0.2828 -1.9431 3.8556
O 1.2220 -2.0294 3.6813
H 1.6990 -1.8127 4.5199
C 2.6589 0.5464 2.7056
H 3.2873 1.3381 3.1198
H 2.1118 0.0215 3.5007
H 3.2698 -0.1842 2.1809
C 0.5643 2.5519 2.5521
H -0.0461 2.0702 3.3418
H 1.3406 3.2012 2.9950
H -0.0733 3.1296 1.8601
C -1.5616 -0.5742 -2.8373
H -1.6878 -1.1632 -3.7440
H -2.5469 -0.2831 -2.4571
H -1.0011 0.3210 -3.0690
C -1.6725 -3.1454 -1.6545
H -2.6630 -2.9392 -1.2084
H -1.7775 -3.4248 -2.7129
H -1.1320 -3.9281 -1.0999
N -1.3004 0.7476 0.1885
C -2.3254 1.3461 0.2924
N -3.4420 1.9255 0.4106
C -4.5137 1.3829 0.9979
N -5.4967 0.9379 1.4879
*
```

## Properties
HOMO energy (spin up / spin down): -0.3624 / -0.4054 Eh
Energy above the lowest of the compared OMol25 structures with the same formula, charge and spin: 0.00 kJ/mol
HOMO-LUMO gap (spin up / spin down): 0.2487 / 0.2906 Eh
Molecular weight: 377.168 g mol⁻¹
Expectation value of S²: 2.01

A gas-phase ion, C7H15N2 (charge +1) in a non-equilibrium geometry. Source: the OMol25 dataset; level of theory: ωB97M-V/def2-TZVPD.

```
! RIJCOSX wB97M-V def2-TZVPD def2/J DEFGRID3
* xyz 1 3
C -2.6479 0.3381 -0.2114
C -0.4076 -0.5033 -0.4905
C 2.5345 -0.1255 -0.3067
C -1.1680 0.3517 0.1379
C 2.7866 0.9886 -1.2125
C -0.7544 1.3313 1.1792
C 1.2448 -1.7477 0.8455
N 1.3209 -0.6251 -0.0699
N -3.0036 -0.7767 -1.0631
H -3.2095 0.3824 0.7357
H -2.8471 1.2682 -0.7528
H -0.5908 -1.2133 -1.2630
H 3.3572 -0.6073 0.2048
H 3.3857 0.6383 -2.0580
H 3.3974 1.7435 -0.7145
H 1.8664 1.4307 -1.5854
H -1.1722 1.0454 2.1442
H -1.1494 2.3160 0.9392
H 0.3255 1.3958 1.2697
H 0.5381 -1.5227 1.6451
H 0.8748 -2.6261 0.3135
H 2.2128 -1.9868 1.2891
H -3.8673 -0.5905 -1.5574
H -3.1335 -1.6258 -0.5237
*
```

## Properties
HOMO energy (spin up / spin down): -0.3174 / -0.5007 Eh
Energy above the lowest of the compared OMol25 structures with the same formula, charge and spin: 286.71 kJ/mol
HOMO-LUMO gap (spin up / spin down): 0.1797 / 0.1722 Eh
Molecular weight: 127.211 g mol⁻¹
Expectation value of S²: 2.01

2 unconnected molecules or ions with the total composition C3H9NO2. Source: the OMol25 dataset; level of theory: ωB97M-V/def2-TZVPD.

```
! RIJCOSX wB97M-V def2-TZVPD def2/J DEFGRID3
* xyz 0 1
C 0.0776 -2.1850 1.0494
C 0.7331 -0.2879 -0.2242
O -0.2096 -1.3383 -0.0620
O 0.9584 0.4787 0.7935
H 1.6287 -0.6441 -0.7642
H 1.0380 -2.6998 0.9170
H -0.7194 -2.9261 1.0914
H 0.1065 -1.6192 1.9834
C -0.5705 1.7534 -1.2279
N -0.6776 2.1043 0.0455
H -1.5446 1.7868 0.4696
H 0.1837 1.6367 0.6129
H 0.2739 2.1454 -1.7864
H -1.4412 1.4412 -1.7953
H 0.1630 0.3538 -1.1028
*
```

## Properties
HOMO energy: -0.3481 Eh
Energy above the lowest of the compared OMol25 structures with the same formula, charge and spin: 360.46 kJ/mol
HOMO-LUMO gap: 0.3601 Eh
Molecular weight: 91.110 g mol⁻¹